65
Properties=species:S:1:pos:R:3 method="wB97M-V/def2-TZVPD" total_charge=0 relative_energy_kj_mol=46.60 orbital_gap_ev="6.17 / 7.64" s_squared=0.7609 multiplicity=2 mol_weight_g_mol=838.199
Ti -0.572 -0.001 0.178
O -0.656 0.471 -3.965
C -0.940 0.481 -2.657
O -0.208 -0.165 -1.836
C -2.039 1.182 -2.154
C -3.003 1.962 -2.829
C -3.975 2.583 -2.097
C -4.001 2.444 -0.686
C -3.043 1.667 -0.098
N -2.090 1.034 -0.794
C -2.889 1.414 1.376
O -3.583 1.946 2.212
O -1.876 0.625 1.611
H 0.161 -0.033 -4.080
H -2.951 2.053 -3.905
H -4.724 3.187 -2.592
H -4.742 2.926 -0.066
I 0.846 -7.002 2.812
C 0.139 -5.239 1.943
C -0.266 -5.239 0.619
C -0.725 -4.061 0.052
I -1.288 -3.999 -1.952
C -0.802 -2.878 0.791
O -1.219 -1.750 0.247
C -0.377 -2.898 2.131
C -0.475 -1.620 2.920
N 0.257 -0.514 2.271
C 1.712 -0.613 2.362
C 2.310 -1.095 1.069
C 3.645 -1.467 1.006
C 4.134 -1.996 -0.170
C 3.266 -2.156 -1.241
C 1.962 -1.727 -1.104
N 1.494 -1.185 0.024
C 0.089 -4.073 2.695
H -0.219 -6.143 0.028
H -1.516 -1.302 2.986
H -0.097 -1.784 3.935
H -0.063 0.355 2.685
H 2.140 0.354 2.636
H 1.995 -1.325 3.144
H 4.277 -1.351 1.876
H 5.171 -2.298 -0.248
H 3.592 -2.603 -2.170
H 1.252 -1.815 -1.912
H 0.413 -4.077 3.729
O 0.484 1.472 0.410
C 0.973 2.610 0.880
C 0.384 3.224 1.990
C 0.869 4.431 2.465
C 1.945 5.049 1.844
C 2.532 4.444 0.744
C 2.067 3.228 0.250
C 2.681 2.625 -0.939
N 3.061 1.379 -1.104
C 3.596 1.314 -2.366
C 3.546 2.535 -2.971
N 2.941 3.360 -2.058
H -0.477 2.750 2.446
H 0.395 4.894 3.321
H 2.329 5.990 2.216
H 3.386 4.912 0.268
H 4.003 0.396 -2.757
H 3.861 2.878 -3.941
H 2.675 4.319 -2.200